Here is an isolated molecule of C6H6N4 in a non-equilibrium geometry from the Open Molecules 2025 dataset. Energies are from ωB97M-V with the def2-TZVPD basis set.

Properties
Highest occupied orbital energy, eV: -8.698
Max |F|, eV/A: 6.8
HOMO-LUMO gap, eV: 8.85
Energy, eV: -12274.4396
LUMO level, eV: 0.15
SMILES string: Nn1nnc2ccccc21
Total charge: 0

Atoms and positions in Å:
C 0.4452 -0.7452 0.1108
C 1.5914 -1.1350 -0.8312
C 1.8390 -0.4309 -1.9559
C 0.6981 0.6034 -2.3552
C -0.3368 0.9015 -1.3448
C -0.3727 0.3423 -0.1301
H -2.7177 0.9457 2.1769
H -1.3807 1.8078 2.5304
H 1.8253 -2.2084 -0.6481
H 2.6732 -0.3588 -2.8318
H 0.6796 1.2182 -3.2294
H -1.0474 1.6871 -1.6680
N -1.9134 1.3339 1.6138
N -0.9556 0.4931 1.1250
N -0.6291 -0.4498 1.9840
N 0.1813 -1.4213 1.3784